No. 1
{"formula": "C11H20AsHgNO", "method": "the ωB97M-V functional and the def2-TZVPD basis", "fmax_ha_per_bohr": 0.00620, "energy_ha": -2950.24680, "homo_lumo_gap_ev": 8.32, "charge": 0, "elements": ["Hg", "O", "N", "C", "C", "C", "C", "C", "H", "H", "H", "H", "H", "C", "C", "As", "C", "C", "C", "C", "H", "H", "H", "H", "H", "H", "H", "H", "H", "H", "H", "H", "H", "H", "H"], "coordinates": [[1.352, -1.938, 1.874], [0.810, -0.443, 4.429], [-0.028, 0.508, 4.271], [0.397, 1.784, 4.087], [-0.491, 2.818, 3.894], [-1.857, 2.573, 3.884], [-2.282, 1.266, 4.069], [-1.363, 0.259, 4.259], [1.468, 1.906, 4.097], [-0.106, 3.818, 3.754], [-2.565, 3.374, 3.728], [-3.334, 1.020, 4.069], [-1.630, -0.776, 4.401], [1.265, 1.071, -3.933], [1.159, -0.407, -3.564], [0.864, -0.722, -1.630], [-1.062, -0.262, -1.555], [-1.309, 1.178, -1.105], [0.618, -2.678, -1.784], [1.954, -3.418, -1.808], [1.582, 1.191, -4.970], [1.993, 1.580, -3.299], [0.305, 1.576, -3.816], [2.088, -0.919, -3.827], [0.356, -0.887, -4.129], [-1.528, -0.953, -0.851], [-1.506, -0.442, -2.537], [-0.849, 1.362, -0.133], [-2.378, 1.385, -1.020], [-0.884, 1.891, -1.813], [0.042, -2.902, -2.685], [0.027, -2.998, -0.924], [2.529, -3.163, -2.701], [1.809, -4.500, -1.798], [2.554, -3.151, -0.936]], "mulliken_charge": [0.024, -0.665, 0.495, -0.236, -0.572, -0.177, -0.581, -0.274, 0.420, 0.383, 0.398, 0.385, 0.439, -1.213, -0.648, 0.203, -0.649, -1.104, -0.677, -1.095, 0.384, 0.343, 0.247, 0.367, 0.375, 0.442, 0.366, 0.301, 0.361, 0.246, 0.396, 0.427, 0.294, 0.354, 0.244]}



No. 2
{"formula": "C29H49NP2Rh", "method": "the ωB97M-V functional and the def2-TZVPD basis", "fmax_ha_per_bohr": 0.06769, "energy_ha": -1981.67013, "multiplicity": 5, "homo_lumo_gap_ev": [3.92, 2.43], "charge": 1, "elements": ["Rh", "C", "C", "C", "C", "C", "C", "H", "H", "H", "C", "H", "H", "H", "C", "H", "H", "H", "C", "H", "H", "H", "C", "H", "H", "H", "C", "C", "C", "C", "C", "C", "C", "C", "H", "H", "H", "H", "H", "H", "H", "H", "H", "H", "H", "H", "P", "C", "C", "P", "C", "C", "C", "H", "H", "H", "H", "H", "H", "H", "H", "H", "H", "H", "H", "H", "H", "C", "C", "C", "C", "C", "C", "N", "H", "H", "H", "H", "H", "H", "H", "H"], "coordinates": [[-0.233, 2.376, 0.423], [-1.418, -0.310, 2.776], [-1.981, 0.722, 1.832], [-2.713, -1.524, 1.354], [-1.646, -1.602, 2.308], [-3.036, -0.176, 1.186], [-0.595, -0.024, 3.976], [-0.436, 1.056, 4.168], [0.403, -0.523, 4.003], [-1.154, -0.423, 4.857], [-0.836, -2.786, 2.688], [-0.234, -2.598, 3.600], [-0.182, -3.113, 1.849], [-1.544, -3.591, 2.921], [-3.314, -2.664, 0.620], [-3.795, -3.369, 1.328], [-2.520, -3.222, 0.086], [-4.087, -2.343, -0.091], [-4.229, 0.274, 0.425], [-5.200, 0.044, 0.934], [-4.334, -0.198, -0.584], [-4.224, 1.368, 0.277], [-2.725, 1.756, 2.654], [-3.460, 1.179, 3.279], [-3.256, 2.532, 2.091], [-2.090, 2.352, 3.306], [3.375, 2.140, -0.891], [3.011, 2.904, 0.167], [2.792, 4.371, 0.055], [1.854, 4.786, -1.134], [0.835, 3.733, -1.446], [0.997, 2.944, -2.534], [2.322, 2.671, -3.214], [3.603, 2.619, -2.278], [3.757, 4.903, -0.038], [2.504, 4.970, -1.992], [2.357, 4.773, 0.978], [4.068, 3.608, -2.310], [3.669, 1.099, -0.733], [3.374, 2.572, 1.158], [4.310, 1.924, -2.766], [2.261, 1.681, -3.679], [0.153, 2.536, -3.116], [2.522, 3.349, -4.048], [1.362, 5.723, -0.859], [-0.095, 3.828, -0.874], [1.520, 0.775, 0.631], [2.131, -0.767, 1.490], [1.366, 2.190, 1.999], [-0.911, 0.674, -1.320], [1.088, 0.438, -1.191], [-2.018, 2.124, -1.880], [-1.314, -0.779, -2.377], [1.461, -1.609, 1.255], [2.191, -0.627, 2.580], [3.159, -0.987, 1.118], [1.486, 3.248, 1.655], [2.218, 1.914, 2.655], [0.512, 2.145, 2.690], [-0.857, -0.658, -3.391], [-2.425, -0.838, -2.458], [-0.883, -1.665, -1.852], [1.478, -0.457, -1.699], [1.554, 1.292, -1.728], [-2.985, 1.682, -2.187], [-1.619, 2.768, -2.686], [-2.178, 2.753, -0.964], [-1.202, -5.783, 0.524], [-0.501, -4.900, -0.424], [-0.727, -4.877, -1.831], [0.270, -4.068, -2.390], [1.111, -3.674, -1.305], [2.370, -2.921, -1.461], [0.564, -4.089, -0.128], [-2.193, -6.006, 0.111], [-1.301, -5.325, 1.513], [-0.692, -6.751, 0.642], [-1.504, -5.435, -2.322], [0.525, -3.908, -3.430], [3.230, -3.530, -1.176], [2.506, -2.661, -2.520], [2.378, -2.012, -0.858]], "mulliken_charge": [-0.903, 0.212, 2.008, 0.978, 0.981, -0.222, -1.796, 0.396, 0.322, 0.422, -1.510, 0.460, 0.031, 0.469, -1.187, 0.373, -0.022, 0.364, -1.839, 0.375, 0.373, 0.282, -1.883, 0.406, 0.354, 0.372, -0.521, -0.294, -1.167, -1.229, -0.078, -0.231, -1.307, -0.829, 0.421, 0.301, 0.391, 0.389, 0.645, 1.021, 0.384, 0.308, 0.444, 0.394, 0.499, 0.880, 1.847, -1.050, -2.429, 1.113, 0.854, -1.365, -0.930, -0.046, 0.555, 0.455, 0.530, 0.409, 0.499, 0.440, 0.476, -0.056, 0.497, -1.411, 0.391, 0.456, 0.355, -1.017, 0.469, -0.703, -0.928, 0.781, -1.099, -0.594, 0.282, 0.094, 0.374, 0.426, 0.468, 0.416, 0.281, -0.075]}